[1]
The following is a quantum chemistry calculation of the molecule C5H11NO, from OMol25.

```
18
Properties=species:S:1:pos:R:3:forces:R:3:nbo_charge:R:1
C -1.672859 -0.681322 -1.093519 0.091 0.170 0.003 -0.611
C -1.224159 0.416962 -0.121336 -0.086 -0.020 0.022 -0.399
C 0.294406 0.507452 0.099519 -0.051 0.127 -0.044 -0.072
C 0.666182 1.530774 1.173190 -0.097 0.049 -0.026 -0.606
N 0.844283 -0.795313 0.434983 0.004 -0.011 -0.070 -0.618
C 1.801018 -1.372387 -0.325448 0.231 0.152 0.046 0.529
O 2.325420 -0.844123 -1.288178 -0.105 -0.401 0.193 -0.620
H -1.422443 -0.436389 -2.130499 -0.106 0.074 0.116 0.211
H -1.157413 -1.620346 -0.877507 -0.219 -0.002 0.083 0.206
H -2.759266 -0.829475 -1.007833 0.361 -0.037 -0.146 0.212
H -1.570613 1.393634 -0.483101 0.028 -0.134 0.130 0.210
H -1.721669 0.246764 0.845201 0.145 0.082 -0.058 0.189
H 0.780834 0.782474 -0.843538 -0.118 -0.064 0.171 0.234
H 0.253133 2.505811 0.900349 0.033 -0.039 0.137 0.213
H 0.253938 1.232979 2.145632 -0.005 0.092 -0.136 0.198
H 1.751139 1.636921 1.290358 -0.214 -0.107 -0.149 0.221
H 0.483097 -1.299329 1.230918 0.041 0.030 -0.101 0.393
H 2.074974 -2.375092 0.050816 0.068 0.041 -0.171 0.109
```
Forces are in eV/Å.

The value obtained for the total energy is -8901.4424 eV. Its SMILES is CC[C@@H](C)NC=O.

=====

[2]
The following is a quantum chemistry calculation of the molecule C5H11NO, from OMol25.

```
18
Properties=species:S:1:pos:R:3:forces:R:3:nbo_charge:R:1
N 0.799509 -2.652776 1.676235 -0.593 -0.812 0.441 -0.853
C 1.072965 -1.570285 0.828884 0.975 -0.088 -0.343 0.003
C 0.281186 -1.314879 -0.232104 0.541 -0.513 -0.534 -0.295
C 0.374280 0.025414 -0.986397 1.856 0.462 2.657 -0.468
C -0.887888 0.833997 -1.286937 0.088 -3.931 -2.385 -0.446
C -1.272166 1.786551 -0.238410 -1.621 2.934 -2.547 -0.080
O -0.168662 2.609997 0.135995 -1.897 1.196 3.168 -0.712
H -0.205849 -2.913091 1.772792 1.562 0.230 -0.480 0.385
H 1.454871 -3.437911 1.740214 -0.419 0.629 0.023 0.376
H 2.077525 -1.031638 1.008744 -1.966 -0.347 0.188 0.180
H -0.081933 -2.310978 -0.733147 -0.362 2.298 1.040 0.207
H 1.192259 -0.147345 -1.693412 -0.921 0.409 -1.138 0.217
H 0.865793 0.859896 -0.353944 -0.008 -1.996 -0.209 0.236
H -0.711496 1.057857 -2.327364 -0.085 1.976 -0.202 0.227
H -1.708089 0.116808 -1.510732 -0.025 0.291 0.803 0.211
H -1.911772 1.370350 0.483858 0.360 -1.167 2.021 0.181
H -2.103937 2.432871 -0.687682 1.104 -0.176 -0.003 0.154
H -0.524893 3.127843 0.968845 1.412 -1.392 -2.499 0.475
```
Forces are in eV/Å.

The value obtained for the total energy is -8897.8866 eV. Its SMILES is N/C=C/CCCO.

=====

Number 1: gap between HOMO and LUMO 10.66 eV, E_LUMO 0.91 eV. Number 2: gap between HOMO and LUMO 8.83 eV, E_LUMO 0.89 eV.